[1]
Density functional theory data (the ωB97M-V functional and the def2-TZVPD basis) for a single C4H8O molecule.

The HOMO-LUMO gap comes out at 10.664 eV. The largest force on an atom is 0.0114 hartree/bohr. Its spin multiplicity is 1. For the energy, the calculation gives -232.41726 Eh. The HOMO energy comes out at -9.64 eV. The energy relative to the best compared isomer or geometry (same formula, charge and spin) comes out at 74.5 kJ/mol. As for the SMILES: CC(C)C=O. Its molar mass is 72.1 g/mol.

Last column: Löwdin charge in e.
Geometry (Å):
C: 1.120 0.782 0.542  -0.044
C: -0.063 0.218 -0.358  -0.346
C: -1.560 0.205 0.037  -0.068
C: 0.417 -1.201 -0.397  -0.308
O: 0.072 -2.031 0.410  0.051
H: 0.800 1.125 1.527  0.080
H: 1.868 -0.004 0.753  0.074
H: 1.688 1.566 0.030  0.072
H: 0.016 0.682 -1.351  0.127
H: -2.046 -0.617 -0.513  0.081
H: -2.102 1.114 -0.245  0.072
H: -1.730 -0.013 1.093  0.077
H: 1.220 -1.385 -1.140  0.132

[2]
Density functional theory data (the ωB97M-V functional and the def2-TZVPD basis) for a single C6H13NO molecule in a non-equilibrium geometry.

The HOMO-LUMO gap comes out at 9.741 eV. The largest force on an atom is 0.1054 hartree/bohr. Its spin multiplicity is 1. For the energy, the calculation gives -366.31510 Eh. The HOMO energy comes out at -8.82 eV. The energy relative to the best compared isomer or geometry (same formula, charge and spin) comes out at 311.9 kJ/mol. As for the SMILES: C/C=C/C[C@H](N)CO. Its molar mass is 115.2 g/mol.

Last column: Löwdin charge in e.
Geometry (Å):
C: -1.895 -1.136 -0.226  -0.285
O: -2.677 -2.263 0.084  -0.065
C: -0.661 -1.107 0.563  -0.335
C: 0.579 -0.542 -0.234  -0.206
C: 0.704 0.880 -0.459  -0.173
C: 1.461 1.795 0.198  -0.156
C: 1.621 3.251 -0.271  -0.114
N: -0.334 -2.585 0.848  0.054
H: -1.757 -1.371 -1.360  0.160
H: -2.280 -0.198 -0.234  0.087
H: -3.417 -1.879 0.595  0.106
H: -0.738 -0.495 1.492  0.150
H: 0.732 -1.211 -1.129  0.134
H: 1.398 -0.746 0.561  0.128
H: 0.048 1.202 -1.318  0.126
H: 2.120 1.485 0.980  0.084
H: 2.605 3.581 0.033  0.048
H: 1.640 3.190 -1.414  0.089
H: 0.748 3.881 0.154  0.098
H: 0.653 -2.618 1.044  0.055
H: -0.548 -3.111 0.092  0.014

[3]
Density functional theory data (the ωB97M-V functional and the def2-TZVPD basis) for 8 unconnected molecules or ions with the total composition C40H60N4O12 in a non-equilibrium geometry.

The HOMO-LUMO gap comes out at 7.413 eV. The largest force on an atom is 0.0744 hartree/bohr. Its spin multiplicity is 1. For the energy, the calculation gives -2681.75842 Eh. The HOMO energy comes out at -9.28 eV. The energy relative to the best compared isomer or geometry (same formula, charge and spin) comes out at 0.0 kJ/mol. As for the SMILES: O=C1C=CC(=O)C=C1.O=C1C=CC(=O)C=C1.O=C1C=CC(=O)C=C1.O=C1C=CC(=O)C=C1.COC[C@H](C)N.COC[C@H](C)N.COC[C@H](C)N.COC[C@H](C)N. Its molar mass is 788.9 g/mol.

Last column: Löwdin charge in e.
Geometry (Å):
C: 11.447 21.088 17.145  0.025
C: 10.996 22.171 17.667  -0.004
C: 11.454 22.606 18.964  -0.405
O: 11.049 23.596 19.518  0.117
C: 12.456 21.861 19.751  0.025
C: 12.890 20.738 19.234  0.012
C: 12.542 20.320 17.856  -0.360
O: 13.130 19.391 17.355  0.094
H: 11.146 20.657 16.216  0.119
H: 10.286 22.829 17.148  0.142
H: 12.697 22.273 20.709  0.125
H: 13.702 20.139 19.685  0.104
C: 16.903 16.921 20.831  0.034
C: 18.205 16.858 20.495  0.039
C: 18.862 17.860 19.571  -0.367
O: 20.013 17.724 19.275  0.127
C: 17.902 18.867 18.978  0.030
C: 16.636 18.923 19.294  0.008
C: 16.062 18.007 20.275  -0.368
O: 14.890 18.182 20.579  0.071
H: 16.411 16.142 21.382  0.117
H: 18.917 16.147 20.870  0.115
H: 18.415 19.582 18.406  0.107
H: 16.002 19.652 18.792  0.125
C: 11.479 10.519 20.546  0.018
C: 12.225 9.631 21.197  0.020
C: 11.731 8.880 22.368  -0.389
O: 12.460 8.046 22.873  0.103
C: 10.369 9.225 22.846  0.027
C: 9.597 10.041 22.125  0.025
C: 10.026 10.798 20.908  -0.378
O: 9.333 11.601 20.374  0.103
H: 11.790 11.089 19.661  0.083
H: 13.236 9.383 20.999  0.112
H: 10.028 8.817 23.812  0.130
H: 8.615 10.278 22.456  0.108
C: 11.127 13.629 18.880  0.020
C: 11.062 13.971 17.564  0.036
C: 11.912 15.040 17.033  -0.384
O: 12.103 15.140 15.833  0.092
C: 12.735 15.794 17.980  0.015
C: 12.866 15.456 19.248  0.032
C: 12.088 14.277 19.779  -0.365
O: 12.089 13.997 20.963  0.102
H: 10.444 13.020 19.431  0.077
H: 10.336 13.521 16.863  0.127
H: 13.242 16.653 17.614  0.105
H: 13.393 16.063 19.941  0.086
C: 7.896 17.336 19.894  -0.066
C: 8.727 18.213 20.855  -0.449
C: 10.077 17.608 21.085  -0.213
O: 10.779 18.626 21.777  -0.204
C: 12.083 18.235 22.252  -0.076
N: 8.595 19.566 20.302  0.050
H: 6.920 17.752 19.729  0.071
H: 7.836 16.325 20.289  0.076
H: 8.436 17.328 18.962  0.064
H: 8.159 18.176 21.816  0.149
H: 10.631 17.430 20.158  0.124
H: 9.931 16.722 21.709  0.135
H: 12.598 17.664 21.491  0.047
H: 11.992 17.634 23.151  0.087
H: 12.712 19.085 22.471  0.079
H: 9.150 20.205 20.841  0.057
H: 9.015 19.499 19.372  0.069
C: 13.877 14.222 12.911  -0.048
C: 13.764 12.889 13.689  -0.433
C: 13.839 11.560 12.917  -0.225
O: 12.894 11.373 11.920  -0.175
C: 11.745 10.624 12.222  -0.105
N: 14.625 12.737 14.842  0.043
H: 13.283 14.955 13.488  0.056
H: 13.401 14.267 11.895  0.052
H: 14.878 14.673 12.754  0.081
H: 12.769 12.987 14.164  0.123
H: 13.879 10.790 13.763  0.130
H: 14.860 11.546 12.436  0.140
H: 11.331 10.310 11.267  0.081
H: 10.904 11.184 12.685  0.093
H: 12.004 9.737 12.788  0.075
H: 14.474 13.445 15.509  0.051
H: 15.577 12.662 14.590  0.064
C: 11.075 15.080 7.452  -0.072
C: 12.422 14.998 8.082  -0.441
C: 12.361 15.310 9.625  -0.187
O: 11.638 16.539 9.875  -0.200
C: 11.609 16.829 11.226  -0.146
N: 13.181 13.759 8.043  0.026
H: 10.576 16.003 7.817  0.084
H: 10.359 14.326 7.768  0.076
H: 11.163 15.043 6.363  0.078
H: 13.114 15.765 7.700  0.141
H: 13.445 15.435 9.945  0.132
H: 11.876 14.532 10.229  0.116
H: 11.331 15.990 11.884  0.086
H: 10.855 17.583 11.231  0.082
H: 12.573 17.150 11.629  0.089
H: 13.521 13.409 7.124  0.091
H: 12.616 13.007 8.339  0.048
C: 11.718 8.685 16.040  -0.046
C: 11.457 10.189 16.550  -0.367
C: 10.133 10.234 17.391  -0.164
O: 9.022 9.666 16.659  -0.179
C: 7.838 9.800 17.288  -0.174
N: 12.619 10.719 17.337  0.029
H: 10.726 8.340 15.685  0.071
H: 12.042 8.037 16.859  0.066
H: 12.488 8.608 15.240  0.066
H: 11.298 10.861 15.711  0.114
H: 9.903 11.339 17.515  0.116
H: 10.300 9.719 18.325  0.104
H: 7.609 9.144 18.148  0.094
H: 7.010 9.546 16.652  0.078
H: 7.668 10.853 17.600  0.097
H: 13.147 11.414 16.754  0.065
H: 13.245 9.903 17.552  0.087

[4]
Density functional theory data (the ωB97M-V functional and the def2-TZVPD basis) for a single C3HCl2NO molecule.

The HOMO-LUMO gap comes out at 10.926 eV. The largest force on an atom is 0.0152 hartree/bohr. Its spin multiplicity is 1. For the energy, the calculation gives -1165.25719 Eh. The HOMO energy comes out at -11.31 eV. The energy relative to the best compared isomer or geometry (same formula, charge and spin) comes out at 13.7 kJ/mol. As for the SMILES: N#CC(Cl)(Cl)C=O. Its molar mass is 138.0 g/mol.

Last column: Löwdin charge in e.
Geometry (Å):
C: 0.975 -0.845 0.672  -0.319
C: -0.707 0.065 -0.956  -0.353
C: 0.093 0.245 0.340  -1.132
N: 1.675 -1.702 0.949  0.211
O: -0.639 -0.884 -1.667  0.118
Cl: 1.066 1.741 0.144  0.675
Cl: -1.104 0.446 1.663  0.675
H: -1.358 0.934 -1.146  0.125

Which of these has the highest HOMO?
C6H13NO

The lowest HOMO-LUMO gap belongs to which entry?
C40H60N4O12

Which formula does entry 3 have?
C40H60N4O12